150
Properties=species:S:1:pos:R:3:lowdin_charge:R:1 method="wB97M-V/def2-TZVPD" orbital_gap_ev=9.60 smiles="CCCCCCCCCCCCCCCC[C@@]1(CCCCOC)C[C@H]([C@H](Br)CC)NC1=O.BrCCBr.BrCCBr.BrCCBr.BrCCBr.BrCCBr.BrCCBr.BrCCBr.BrCCBr" lumo_ha=0.01026
C 3.33606 -2.80820 1.89091 -0.1650
C 3.86474 -1.31734 2.05234 -0.2329
C 4.04346 -0.48993 0.69557 -0.2022
C 4.37688 -1.35697 -0.59754 -0.2113
C 3.15884 -1.61848 -1.59641 -0.2283
C 1.70359 -1.46234 -0.97593 -0.1963
C 0.96552 -0.08302 -1.37324 -0.1990
C -0.36777 0.01661 -0.46836 -0.1876
C 0.07493 0.61635 0.95272 -0.1862
C -0.31422 -0.35758 2.18845 -0.2080
C -1.59156 0.29424 2.89472 -0.1979
C -2.01087 -0.35866 4.29479 -0.2005
C -3.55844 -0.23717 4.65594 -0.2115
C -4.06798 1.24410 4.93172 -0.1953
C -4.17351 2.16757 3.63621 -0.2005
C -4.93260 1.50231 2.40503 -0.1301
C -4.74597 2.27886 1.00865 -0.2784
C -3.54136 3.30912 0.84714 -0.1145
C -3.49903 4.13161 -0.51684 -0.1683
C -2.24543 3.74042 -1.46541 -0.1692
C -0.83303 4.01048 -0.79380 -0.2480
O -0.55286 5.40577 -0.55943 -0.1958
C 0.28641 5.41750 0.62963 -0.1432
C -4.69439 1.04014 -0.04081 -0.0713
C -6.16374 0.43706 -0.00547 -0.3470
C -6.66109 -0.52167 -1.18520 -0.5965
Br -8.65377 -0.74388 -1.01891 0.6339
C -5.95026 -1.94844 -1.21951 -0.2726
C -5.62363 -2.56620 0.21926 -0.1224
N -6.98386 1.70201 0.01860 0.0469
C -6.19983 2.82902 0.55816 -0.3301
O -6.60198 4.00301 0.61000 0.0460
H 2.19662 -2.83609 1.79000 0.0364
H 3.85439 -3.42626 1.10379 -0.0146
H 3.54460 -3.33617 2.88954 0.0390
H 3.07155 -0.75961 2.66953 0.0907
H 4.82060 -1.23277 2.67786 0.1061
H 4.95080 0.19431 0.85933 0.1064
H 3.17048 0.23780 0.55367 0.0838
H 4.91279 -2.34149 -0.36691 0.0578
H 5.14963 -0.75148 -1.19316 0.0909
H 3.26991 -2.69637 -1.97316 0.0436
H 3.22336 -0.92768 -2.50257 0.0386
H 1.04897 -2.28305 -1.44112 0.1192
H 1.63022 -1.60313 0.14341 0.0834
H 0.68067 -0.07163 -2.48166 0.0949
H 1.64758 0.79968 -1.16872 0.1031
H -0.88257 -0.98313 -0.33152 0.1061
H -1.11333 0.71049 -0.97422 0.0843
H 1.18055 0.91046 0.98864 0.0981
H -0.49177 1.60634 1.07142 0.0705
H 0.54385 -0.29688 2.92567 0.1021
H -0.52191 -1.39194 1.78650 0.0554
H -1.30397 1.38242 3.12205 0.0810
H -2.43211 0.35040 2.13258 0.0983
H -1.79125 -1.48760 4.21688 0.0504
H -1.36234 0.01640 5.15673 0.1183
H -4.14799 -0.80722 3.87341 0.1044
H -3.70555 -0.81482 5.63675 0.1122
H -3.42215 1.75371 5.72511 0.1154
H -5.11406 1.16393 5.39092 0.1107
H -3.09929 2.46206 3.36575 0.0583
H -4.69080 3.15313 3.90502 0.1251
H -6.03717 1.37828 2.68731 0.1401
H -4.55946 0.43532 2.22308 0.0895
H -2.56962 2.73675 1.05911 0.1023
H -3.62047 4.07250 1.69682 0.1214
H -3.39568 5.24582 -0.27585 0.1206
H -4.42108 4.02608 -1.16802 0.0852
H -2.32819 4.31849 -2.43973 0.0937
H -2.38988 2.62788 -1.69996 0.0955
H -0.76067 3.44322 0.18854 0.0783
H -0.04560 3.54009 -1.48598 0.1355
H 0.62236 6.48502 0.87024 0.0958
H 1.22260 4.78589 0.51450 0.1021
H -0.26635 5.03066 1.54804 -0.0176
H -4.48699 1.42213 -1.09239 0.1181
H -3.80016 0.37820 0.18366 0.1138
H -6.53736 -0.09635 0.91997 0.1160
H -6.39985 0.00650 -2.16852 0.1088
H -6.69056 -2.66378 -1.71797 0.0900
H -5.00462 -1.98674 -1.84144 0.1118
H -5.82068 -3.69286 0.14042 0.0788
H -6.28651 -2.19375 1.05648 0.0690
H -4.51821 -2.47783 0.49594 0.0752
H -7.36173 2.00134 -0.89364 0.0192
Br -0.19042 -3.63410 3.50278 0.6833
C 0.08482 -3.25291 5.39403 -0.6600
C 1.55278 -3.13810 5.71939 -0.6845
Br 2.39892 -4.89172 5.81050 0.6047
H -0.42133 -4.03840 5.95349 0.0556
H -0.42282 -2.30374 5.56971 0.0343
H 1.69364 -2.70319 6.70955 0.0594
H 2.11110 -2.55443 4.98797 0.0405
Br -4.74004 3.11015 -4.28204 0.6160
C -4.29852 4.52988 -5.54176 -0.6847
C -4.57571 5.88952 -4.95177 -0.6948
Br -6.48343 6.28958 -4.96011 0.6034
H -4.86118 4.33217 -6.45295 0.0521
H -3.23370 4.40872 -5.74463 0.0585
H -4.11873 6.67186 -5.55870 0.0582
H -4.23518 5.98927 -3.92189 0.0463
Br 5.89019 -5.15466 2.25495 0.6645
C 5.74364 -6.58276 0.93434 -0.6695
C 6.07301 -6.08249 -0.44986 -0.6793
Br 4.59363 -5.05496 -1.19702 0.6960
H 4.73703 -6.99059 1.01616 0.0554
H 6.46344 -7.33786 1.25227 0.0578
H 6.21537 -6.91637 -1.13831 0.0479
H 6.95290 -5.44110 -0.47757 0.0405
Br -9.15780 2.50765 -2.61937 0.6302
C -9.44058 4.19686 -1.68578 -0.6640
C -10.43473 4.04151 -0.56421 -0.6890
Br -12.26127 3.95551 -1.24218 0.5976
H -9.74511 4.92644 -2.43490 0.0515
H -8.46017 4.47279 -1.29364 0.0450
H -10.41502 4.91408 0.08914 0.0611
H -10.27457 3.14365 0.03103 0.0541
Br 2.39120 -1.14966 -5.09492 0.6562
C 3.73732 -2.24244 -5.98622 -0.6707
C 4.71734 -2.82184 -4.99602 -0.6714
Br 6.00566 -1.48358 -4.40420 0.6290
H 4.20731 -1.61402 -6.74140 0.0523
H 3.17626 -3.03702 -6.47934 0.0602
H 5.31624 -3.60516 -5.46235 0.0422
H 4.24076 -3.21987 -4.10095 0.0297
Br 7.59992 -6.27230 -4.30364 0.5923
C 8.84510 -4.77857 -4.43705 -0.7312
C 8.66794 -4.03087 -5.73404 -0.7027
Br 9.46330 -5.00177 -7.22630 0.6017
H 9.84421 -5.18752 -4.30890 -0.0610
H 8.60900 -4.13561 -3.58802 0.0478
H 9.19549 -3.07710 -5.70230 0.0605
H 7.62468 -3.85480 -5.99076 0.0172
Br 10.28411 -5.95256 -1.41658 0.6431
C 12.21397 -6.19324 -1.57811 -0.6754
C 12.80590 -5.25968 -2.60404 -0.6748
Br 12.45022 -5.87878 -4.41781 0.6583
H 12.38351 -7.24472 -1.80529 0.0542
H 12.60906 -5.97204 -0.58599 0.0582
H 13.89303 -5.23829 -2.52078 0.0578
H 12.42067 -4.24342 -2.53414 0.0556
Br -0.57412 4.39171 3.91969 0.6833
C -0.32948 6.17496 4.66827 -0.6613
C 1.04392 6.71504 4.35920 -0.6920
Br 2.39823 5.90292 5.50164 0.6105
H -0.53351 6.10176 5.73544 0.0520
H -1.09866 6.78837 4.19728 0.0639
H 1.09382 7.78290 4.57462 0.0604
H 1.35261 6.54198 3.32927 0.0365